Below is a cluster of 15 separate species, C32H88F6NO18S2 in total in a non-equilibrium geometry, with properties calculated with ωB97M-V/def2-TZVPD.

Computed properties:
ΔE to the lowest compared entry with this formula, charge and spin: 0.0 kcal per mole
HOMO energy: -6.85 eV
total charge: -1
LUMO energy: 1.611 eV

CARTESIAN COORDINATES (ANGSTROEM)
C 12.628 -27.173 -1.788
F 11.756 -27.415 -2.736
F 11.932 -27.024 -0.661
F 13.520 -28.144 -1.628
S 13.581 -25.527 -2.107
O 14.107 -25.676 -3.458
O 12.609 -24.433 -2.035
N 14.874 -25.588 -1.004
S 14.427 -24.538 0.052
O 14.598 -23.138 -0.418
O 13.172 -24.751 0.708
C 15.660 -24.801 1.489
F 15.213 -24.213 2.596
F 15.754 -26.143 1.684
F 16.872 -24.353 1.165
O 18.085 -28.831 -0.819
H 18.573 -28.637 -0.019
H 17.440 -28.126 -0.883
O 18.985 -24.548 -3.028
H 19.285 -25.399 -3.347
H 18.127 -24.724 -2.642
O 13.190 -27.671 -9.601
H 13.770 -28.298 -10.035
H 13.594 -27.522 -8.746
O 18.348 -27.845 -5.468
H 17.485 -27.434 -5.506
H 18.329 -28.370 -4.667
C 9.896 -32.308 -10.860
C 8.700 -31.588 -10.246
C 8.539 -31.897 -8.768
O 8.792 -30.187 -10.331
H 9.822 -32.044 -11.914
H 9.830 -33.396 -10.875
H 10.842 -31.963 -10.442
H 7.782 -31.892 -10.750
H 7.738 -31.274 -8.369
H 9.441 -31.733 -8.178
H 8.262 -32.922 -8.524
H 9.719 -30.005 -10.160
C 14.235 -20.553 -7.873
C 12.931 -19.753 -7.804
C 13.041 -18.420 -7.055
O 12.494 -19.447 -9.078
H 14.996 -20.061 -8.478
H 14.075 -21.545 -8.296
H 14.590 -20.578 -6.842
H 12.238 -20.375 -7.238
H 13.097 -18.563 -5.976
H 12.156 -17.815 -7.248
H 13.949 -17.852 -7.260
H 12.536 -20.292 -9.532
C 14.475 -35.333 -6.104
C 15.895 -35.683 -6.451
C 16.680 -34.507 -6.998
O 16.523 -36.095 -5.277
H 13.909 -35.064 -6.996
H 14.421 -34.543 -5.355
H 13.979 -36.150 -5.581
H 15.947 -36.470 -7.203
H 17.722 -34.754 -7.203
H 16.667 -33.604 -6.387
H 16.382 -34.244 -8.013
H 17.288 -36.632 -5.493
C 21.490 -25.913 7.775
C 21.930 -24.479 7.420
C 21.667 -23.538 8.592
O 23.306 -24.381 7.284
H 21.763 -26.633 7.004
H 20.413 -25.807 7.907
H 21.979 -26.278 8.679
H 21.388 -24.154 6.532
H 22.198 -23.891 9.476
H 20.614 -23.394 8.836
H 22.051 -22.527 8.463
H 23.587 -25.228 6.931
C 15.497 -28.656 10.814
C 14.382 -27.641 10.830
C 14.649 -26.362 10.033
O 13.234 -28.254 10.276
H 16.043 -28.704 9.871
H 15.119 -29.619 11.158
H 16.290 -28.333 11.488
H 14.257 -27.309 11.860
H 13.771 -25.728 10.155
H 14.729 -26.606 8.974
H 15.542 -25.819 10.344
H 12.623 -27.538 10.093
C 11.370 -33.593 5.506
C 12.849 -33.105 5.371
C 12.880 -31.792 4.594
O 13.303 -32.839 6.676
H 11.447 -34.613 5.884
H 10.992 -33.732 4.493
H 10.662 -32.988 6.073
H 13.587 -33.801 4.971
H 12.830 -30.959 5.295
H 11.985 -31.760 3.973
H 13.663 -31.625 3.854
H 12.826 -32.044 6.926
C 9.769 -17.242 -0.809
C 8.988 -18.423 -1.255
C 8.461 -19.278 -0.106
O 7.919 -17.909 -2.045
H 10.154 -16.604 -1.605
H 10.667 -17.534 -0.265
H 9.147 -16.544 -0.250
H 9.600 -19.065 -1.888
H 7.892 -18.773 0.675
H 9.267 -19.812 0.398
H 7.849 -20.034 -0.598
H 8.139 -17.897 -2.980
C 5.896 -23.608 -4.372
C 5.496 -25.018 -3.939
C 5.042 -25.064 -2.490
O 4.433 -25.543 -4.769
H 6.898 -23.242 -4.147
H 5.205 -22.863 -3.979
H 5.726 -23.552 -5.447
H 6.383 -25.623 -4.128
H 5.908 -24.768 -1.899
H 4.659 -26.059 -2.263
H 4.145 -24.484 -2.274
H 4.792 -25.432 -5.653
C 18.356 -17.119 3.254
C 18.219 -16.027 4.319
C 18.399 -14.611 3.825
O 16.896 -16.134 4.945
H 19.280 -17.106 2.676
H 17.599 -17.050 2.473
H 18.173 -18.094 3.707
H 18.955 -16.146 5.114
H 19.252 -14.442 3.167
H 18.480 -13.816 4.566
H 17.572 -14.298 3.188
H 16.900 -16.711 5.711
C 8.203 -33.429 -1.311
C 7.040 -33.527 -0.299
C 6.797 -32.203 0.364
O 5.845 -33.874 -1.002
H 9.137 -33.358 -0.754
H 8.030 -32.585 -1.979
H 8.315 -34.343 -1.894
H 7.335 -34.254 0.458
H 6.061 -32.395 1.144
H 6.331 -31.587 -0.406
H 7.767 -31.800 0.655
H 5.584 -33.234 -1.668

These are the Mulliken partial charges, in e, on atoms 1 to 5:
1. C 0.66
2. F -0.20
3. F -0.22
4. F -0.23
5. S 0.90



Below is a structure of composition C32H88HfN5O15 in a non-equilibrium geometry, with properties calculated with ωB97M-V/def2-TZVPD.

Computed properties:
HOMO energy: -13.35 eV
total charge: +3
LUMO energy: -12.309 eV

CARTESIAN COORDINATES (ANGSTROEM)
Hf 2.607 2.554 6.123
C -0.595 0.423 0.256
C 0.192 1.575 0.816
O 0.706 1.420 2.104
H 0.023 -0.441 0.012
H -1.138 0.821 -0.601
H -1.355 0.172 0.996
H -0.539 2.382 0.757
H 0.873 2.130 0.171
C -3.969 -4.878 -0.940
O -3.586 -6.158 -0.442
C -2.311 -6.082 0.144
C -1.878 -7.427 0.622
N -0.507 -7.463 1.071
C -0.160 -8.746 1.654
C 0.170 -9.860 0.661
O 1.443 -9.683 0.058
C 1.977 -10.837 -0.566
H -3.336 -4.594 -1.781
H -4.023 -4.086 -0.193
H -4.969 -5.034 -1.346
H -2.372 -5.329 0.930
H -1.631 -5.642 -0.586
H -2.068 -8.159 -0.163
H -2.515 -7.764 1.439
H 0.059 -7.261 0.259
H -1.019 -9.141 2.196
H 0.616 -8.597 2.405
H -0.581 -9.898 -0.128
H 0.136 -10.813 1.189
H 2.069 -11.586 0.221
H 2.817 -10.540 -1.194
H 1.177 -11.217 -1.202
C -5.055 1.145 3.196
O -4.249 1.949 4.010
C -4.851 3.118 4.584
C -5.146 4.257 3.621
N -3.896 4.840 2.999
C -4.077 6.237 2.716
C -2.917 6.625 1.727
O -2.928 5.899 0.468
C -1.940 6.447 -0.432
H -5.800 0.647 3.816
H -4.456 0.316 2.819
H -5.356 1.700 2.307
H -4.177 3.409 5.390
H -5.787 2.794 5.039
H -5.695 4.972 4.233
H -5.808 3.907 2.828
H -3.590 4.515 2.093
H -4.057 6.837 3.625
H -5.027 6.325 2.188
H -2.062 6.500 2.392
H -3.065 7.677 1.483
H -2.326 7.375 -0.856
H -1.859 5.798 -1.304
H -0.996 6.657 0.071
C -7.451 0.951 -5.654
O -7.630 1.801 -4.506
C -6.436 2.446 -4.059
C -6.711 2.989 -2.613
N -7.790 3.988 -2.476
C -7.609 5.395 -3.023
C -8.983 6.034 -2.783
O -9.972 5.305 -3.553
C -11.068 6.195 -3.739
H -6.473 0.479 -5.747
H -7.573 1.587 -6.531
H -8.156 0.126 -5.754
H -6.128 3.254 -4.722
H -5.593 1.756 -4.026
H -5.816 3.283 -2.063
H -7.135 2.155 -2.054
H -8.612 3.621 -2.933
H -7.425 5.442 -4.096
H -6.840 5.974 -2.512
H -8.915 7.044 -3.186
H -9.273 6.167 -1.741
H -11.656 5.641 -4.470
H -10.936 7.221 -4.084
H -11.631 6.219 -2.806
C 12.945 -0.897 2.911
O 11.679 -1.271 3.536
C 11.702 -2.442 4.316
C 10.352 -2.711 5.083
N 9.401 -3.067 4.106
C 8.103 -3.184 4.654
C 7.136 -3.542 3.541
O 6.834 -2.437 2.624
C 5.906 -2.801 1.600
H 12.788 -0.253 2.046
H 13.528 -1.745 2.553
H 13.559 -0.397 3.661
H 12.578 -2.492 4.964
H 11.842 -3.218 3.564
H 10.032 -1.866 5.694
H 10.575 -3.558 5.733
H 9.513 -2.422 3.337
H 7.766 -2.289 5.178
H 8.124 -4.058 5.305
H 6.224 -3.891 4.026
H 7.362 -4.433 2.955
H 5.469 -1.883 1.208
H 5.142 -3.501 1.939
H 6.396 -3.187 0.706
C 6.159 -0.816 -4.677
O 4.795 -0.491 -4.587
C 3.855 -1.477 -5.079
C 2.517 -0.768 -4.916
N 2.585 0.475 -5.698
C 1.481 1.381 -5.455
C 1.708 2.696 -6.254
O 2.651 3.524 -5.560
C 2.840 4.883 -5.932
H 6.276 -1.733 -4.100
H 6.637 -0.059 -4.055
H 6.542 -0.839 -5.698
H 3.846 -2.378 -4.467
H 4.030 -1.839 -6.092
H 2.368 -0.470 -3.878
H 1.698 -1.415 -5.230
H 3.338 1.046 -5.343
H 1.406 1.706 -4.417
H 0.530 0.873 -5.611
H 0.762 3.232 -6.332
H 2.159 2.442 -7.213
H 2.105 5.549 -5.481
H 2.967 5.068 -6.999
H 3.795 5.306 -5.620
O -0.252 5.251 5.592
H -0.269 6.140 5.946
H -1.096 5.152 5.151
O 0.224 -3.544 3.640
H 0.319 -4.373 3.171
H -0.140 -2.942 2.991
O -0.857 0.839 6.867
H -1.172 0.642 7.749
H -1.638 0.788 6.316
O 5.611 0.986 4.007
H 5.389 0.224 3.472
H 6.493 1.228 3.726

These are the Mulliken partial charges, in e, on atoms 1 to 5:
1. Hf 1.33
2. C -0.82
3. C -0.08
4. O -0.37
5. H 0.28



Below is a cluster of 12 separate species, C32H88N4O12 in total in a non-equilibrium geometry, with properties calculated with ωB97M-V/def2-TZVPD.

Computed properties:
ΔE to the lowest compared entry with this formula, charge and spin: 61.3 kcal per mole
HOMO energy: -9.03 eV
SMILES: NC(N)=O.NC(N)=O.CC(C)O.CC(C)O.CC(C)O.CC(C)O.CC(C)O.CC(C)O.CC(C)O.CC(C)O.CC(C)O.CC(C)O
LUMO energy: 0.432 eV

CARTESIAN COORDINATES (ANGSTROEM)
N -3.204 2.811 -0.259
C -4.351 3.458 -0.270
N -4.488 4.069 -1.390
O -5.078 3.437 0.617
H -2.566 2.680 -1.031
H -3.103 2.165 0.511
H -5.391 4.510 -1.496
H -3.849 3.876 -2.148
N -4.115 -0.534 3.034
C -3.876 0.595 2.366
N -4.973 0.991 1.740
O -2.792 1.090 2.103
H -5.077 -0.794 3.199
H -3.359 -1.100 3.391
H -4.996 1.795 1.129
H -5.875 0.620 2.005
C -1.881 3.088 4.189
C -1.354 3.808 2.991
C -0.204 4.822 3.227
O -1.002 2.845 2.052
H -1.149 2.381 4.581
H -2.856 2.641 3.998
H -2.114 3.831 4.951
H -2.194 4.378 2.595
H -0.403 5.839 3.563
H 0.315 4.993 2.284
H 0.475 4.336 3.927
H -1.556 2.074 2.194
C 0.600 -1.249 -0.558
C -0.187 0.094 -0.418
C 0.550 1.203 -1.200
O -1.495 -0.124 -0.821
H 0.984 -1.411 -1.565
H -0.099 -2.028 -0.254
H 1.384 -1.348 0.193
H -0.253 0.375 0.633
H 1.542 1.447 -0.820
H -0.037 2.122 -1.194
H 0.859 1.024 -2.229
H -2.156 0.160 -0.185
C 2.903 2.280 3.375
C 2.033 1.608 4.413
C 1.064 0.548 3.832
O 2.811 1.124 5.462
H 2.362 2.610 2.487
H 3.671 1.565 3.082
H 3.335 3.186 3.800
H 1.353 2.259 4.962
H 1.588 -0.306 3.404
H 0.443 0.925 3.020
H 0.480 0.231 4.696
H 3.214 1.931 5.792
C 4.132 0.471 0.051
C 5.141 -0.548 0.628
C 5.299 -1.831 -0.214
O 6.366 0.052 0.680
H 4.162 1.347 0.700
H 3.074 0.237 0.171
H 4.339 0.737 -0.985
H 4.805 -0.823 1.628
H 4.376 -2.409 -0.164
H 6.133 -2.434 0.145
H 5.640 -1.620 -1.227
H 6.212 0.818 1.237
C 2.784 -1.026 -3.929
C 2.758 -2.032 -5.176
C 1.382 -2.713 -5.402
O 3.015 -1.409 -6.395
H 3.840 -0.952 -3.668
H 2.333 -1.485 -3.049
H 2.447 0.002 -4.062
H 3.573 -2.755 -5.135
H 1.189 -3.526 -4.702
H 1.255 -3.210 -6.364
H 0.564 -1.994 -5.369
H 3.973 -1.373 -6.447
C 0.878 -5.005 -1.946
C 1.967 -5.630 -1.106
C 1.915 -5.238 0.411
O 1.719 -7.028 -1.244
H 0.854 -3.925 -2.087
H -0.066 -5.283 -1.478
H 0.828 -5.369 -2.972
H 2.861 -5.314 -1.643
H 2.249 -4.232 0.666
H 2.593 -5.814 1.040
H 0.948 -5.425 0.879
H 0.980 -7.370 -0.736
C -2.103 2.669 -5.974
C -2.907 2.674 -4.691
C -2.175 1.838 -3.680
O -3.048 4.005 -4.123
H -1.704 1.686 -6.226
H -1.083 3.053 -5.959
H -2.655 3.108 -6.805
H -3.901 2.229 -4.729
H -1.948 0.806 -3.949
H -2.709 1.891 -2.731
H -1.168 2.243 -3.575
H -3.816 4.393 -4.550
C 2.729 4.039 -1.001
C 3.266 5.352 -1.506
C 4.689 5.607 -1.058
O 3.405 5.354 -2.807
H 1.766 3.775 -1.439
H 2.764 3.986 0.087
H 3.423 3.324 -1.443
H 2.649 6.219 -1.268
H 4.707 5.693 0.028
H 5.275 6.396 -1.530
H 5.405 4.799 -1.207
H 3.733 6.243 -2.959
C -3.651 -3.327 0.268
C -5.017 -4.093 0.458
C -5.638 -4.676 -0.834
O -4.965 -5.092 1.420
H -3.675 -2.412 -0.325
H -2.963 -4.066 -0.141
H -3.238 -2.968 1.211
H -5.775 -3.420 0.857
H -6.580 -5.205 -0.690
H -5.067 -5.416 -1.394
H -5.837 -3.896 -1.569
H -5.705 -5.680 1.591
C -0.402 -3.740 4.997
C -0.881 -2.814 3.944
C -0.514 -3.179 2.500
O -2.295 -2.860 3.902
H 0.672 -3.911 4.930
H -0.806 -4.744 4.861
H -0.658 -3.448 6.016
H -0.565 -1.795 4.169
H -0.564 -2.305 1.850
H -1.060 -3.992 2.023
H 0.557 -3.354 2.396
H -2.422 -3.810 3.955

These are the Mulliken partial charges, in e, on atoms 1 to 5:
1. N -0.06
2. C 0.75
3. N -0.28
4. O -0.71
5. H 0.15